Entry 1:
A structure of composition C19H11AuCl6N4O2S. Source: the OMol25 dataset; level of theory: ωB97M-V with the def2-TZVPD basis set.

Structure (XYZ):
```
44
C19H11AuCl6N4O2S (ωB97M-V with the def2-TZVPD basis set)
Au -0.2530 -0.2698 0.4021
O -2.3204 -1.4537 0.5813
S -2.1823 -2.2439 -0.6338
O -2.0899 -3.6583 -0.5520
N -0.6474 -1.6366 -1.0998
C 0.3783 -2.2036 -1.7098
C 0.3453 -3.4276 -2.4167
C 1.4850 -3.8918 -3.0512
C 2.6701 -3.1706 -3.0375
C 2.7736 -1.9567 -2.3136
C 3.9486 -1.1824 -2.2160
C 3.9467 -0.0426 -1.4411
C 2.7856 0.3019 -0.7386
N 1.6865 -0.4118 -0.8288
C 1.6331 -1.4973 -1.6128
C -3.2882 -1.7044 -1.9109
C -4.0668 -0.5787 -1.7143
C -4.9398 -0.1962 -2.7194
C -5.0004 -0.9199 -3.9036
C -4.2162 -2.0528 -4.0773
C -3.3530 -2.4551 -3.0732
H -0.5694 -4.0002 -2.4059
H 1.4432 -4.8397 -3.5671
H 3.5365 -3.5450 -3.5594
H 4.8424 -1.4819 -2.7468
H 4.8231 0.5805 -1.3468
H 2.7471 1.1715 -0.0988
H -4.0040 -0.0491 -0.7768
H -5.5844 0.6571 -2.5773
H -5.6604 -0.5987 -4.6942
H -4.2885 -2.6259 -4.9888
H -2.7616 -3.3514 -3.1683
Cl 1.4979 -0.7469 5.2920
C -0.0233 0.0877 4.8431
Cl -0.1383 1.6986 5.6004
Cl -1.4497 -0.9309 5.2165
C 0.0136 0.2528 3.4269
N 0.0777 0.3996 2.2887
Cl -3.6660 4.1833 -0.4938
C -2.2635 3.8154 -1.5370
Cl -1.0768 5.1524 -1.5218
Cl -2.7912 3.4471 -3.2087
C -1.6203 2.6350 -1.0443
N -1.0988 1.6820 -0.6840
```

Computed properties:
Total charge   +2
2S+1   3
Frontier orbital gap (spin up / spin down)   8.16 / 6.22 eV

Entry 2:
A cluster of 2 separate species, C3H12N2Si in total. Source: the OMol25 dataset; level of theory: ωB97M-V with the def2-TZVPD basis set.

Structure (XYZ):
```
18
C3H12N2Si (ωB97M-V with the def2-TZVPD basis set)
C -1.8382 -0.1355 -1.1866
C 0.0874 1.2900 -1.3876
C 0.6819 -1.2651 1.1467
N -1.4458 1.6706 0.2856
N -0.9944 0.9775 -0.7507
Si 2.3510 -0.4222 1.0901
H -1.3981 -0.6997 -1.8660
H -2.2671 -0.7152 -0.3485
H -2.8094 0.3044 -1.5257
H 3.0089 -0.3625 -0.3397
H 0.4096 0.6878 -2.1591
H 0.5134 2.1569 -0.9718
H 0.0018 -0.5353 1.2270
H 0.3190 -1.7776 0.1513
H 0.4855 -1.9269 2.0180
H -2.0616 1.0074 0.8928
H 1.8089 0.8392 1.6916
H 3.1472 -1.0938 2.0327
```

Computed properties:
Total charge   0
2S+1   3
Relative energy (zero: lowest compared OMol25 entry of this formula, charge and spin)   1.375 eV
Frontier orbital gap (spin up / spin down)   6.47 / 9.72 eV

Entry 3:
A structure of composition C10H8BrFN2S. Source: the OMol25 dataset; level of theory: ωB97M-V with the def2-TZVPD basis set.

Structure (XYZ):
```
23
C10H8BrFN2S (ωB97M-V with the def2-TZVPD basis set)
F -3.0243 -0.5091 -3.6258
Br 2.5511 3.5109 3.7999
N -0.3609 1.3678 1.6712
S 2.1658 1.0092 2.0606
C 0.6556 0.6530 1.2881
C 0.1701 2.3260 2.4752
C 1.5016 2.3526 2.7321
C -1.2075 0.4043 -2.4447
C -2.2655 -1.6216 -1.6524
C -0.2781 0.4535 -1.3908
C -1.2114 -1.7367 -0.7048
C -2.1960 -0.6111 -2.6106
C -0.3053 -0.6177 -0.5138
N 0.6430 -0.5471 0.5312
C 1.8467 -1.4854 0.4338
H -0.4285 2.9123 3.0246
H -1.1827 1.0958 -3.2846
H -2.8323 -2.5152 -1.8358
H 0.3476 1.3344 -1.2456
H -1.1799 -2.5401 0.0122
H 1.6796 -2.4293 -0.1316
H 2.7755 -1.0062 -0.0271
H 2.1357 -1.8000 1.4387
```

Computed properties:
Total charge   0
2S+1   1
Relative energy (zero: lowest compared OMol25 entry of this formula, charge and spin)   0.054 eV
Frontier orbital gap   8.51 eV

Entry 4:
A cluster of 8 separate species, C32H88N8O8 in total. Source: the OMol25 dataset; level of theory: ωB97M-V with the def2-TZVPD basis set.

Structure (XYZ):
```
136
C32H88N8O8 (ωB97M-V with the def2-TZVPD basis set)
C 37.0255 23.6294 -4.9980
O 36.1271 22.7880 -4.3283
C 35.1192 23.4665 -3.5669
C 33.9364 22.5450 -3.4327
C 32.6306 23.1923 -2.9884
N 34.1931 21.3767 -2.5548
H 37.4403 24.3730 -4.3053
H 36.4602 24.2014 -5.7485
H 37.8108 23.0688 -5.4963
H 35.5876 23.7580 -2.6224
H 34.8849 24.3878 -4.1081
H 33.7826 22.0416 -4.3905
H 32.6088 24.2033 -3.4211
H 32.4992 23.4621 -1.9403
H 31.7793 22.6535 -3.3913
H 34.8628 20.7850 -3.0349
H 34.5889 21.6924 -1.6743
C 36.0513 23.6230 0.9342
O 35.7487 24.8195 0.2759
C 34.3536 25.0078 0.1177
C 34.1383 26.3376 -0.6213
C 32.7277 26.8856 -0.4341
N 34.3974 26.1249 -2.0664
H 35.8720 23.7145 2.0098
H 37.1206 23.3969 0.8712
H 35.6117 22.7259 0.4840
H 33.9996 24.1132 -0.4046
H 33.8159 25.1241 1.0685
H 34.8890 27.0462 -0.2549
H 32.5127 27.6527 -1.1828
H 32.5702 27.2923 0.5647
H 31.9301 26.1661 -0.6387
H 35.4033 25.9540 -2.0344
H 34.2965 27.0416 -2.4982
C 29.8330 25.7719 -2.3333
O 29.4322 26.9254 -1.6282
C 28.1572 26.7719 -1.0724
C 27.5754 28.0724 -0.4741
C 26.1342 27.9319 -0.0203
N 27.5648 29.0332 -1.6090
H 30.8202 25.9202 -2.7662
H 29.1550 25.5600 -3.1677
H 29.8385 24.9150 -1.6525
H 27.4558 26.4092 -1.8338
H 28.1716 26.0404 -0.2513
H 28.2728 28.3647 0.3155
H 26.0975 27.5348 1.0040
H 25.5705 27.2772 -0.6818
H 25.6175 28.8750 0.1597
H 27.8545 29.9477 -1.2713
H 28.2360 28.7482 -2.3128
C 28.1343 36.7093 0.5845
O 27.4515 35.4784 0.4726
C 28.2726 34.4645 -0.0856
C 27.4595 33.1766 -0.3584
C 26.9074 32.5020 0.9116
N 28.3121 32.1803 -0.9723
H 28.3213 37.1058 -0.4191
H 29.0815 36.5255 1.1035
H 27.5807 37.4603 1.1425
H 28.7018 34.8781 -1.0061
H 29.0895 34.2526 0.6156
H 26.6780 33.4836 -1.0546
H 27.6690 32.5539 1.6941
H 26.5904 31.4646 0.8550
H 26.0574 33.1289 1.1972
H 28.6859 32.4868 -1.8693
H 29.1491 31.8704 -0.4834
C 30.5572 29.7334 1.5561
O 30.7572 30.8846 0.7356
C 30.9990 32.1177 1.3496
C 32.0326 32.3068 2.4508
C 32.1487 33.7823 2.7897
N 33.3482 31.8090 2.0822
H 30.5357 28.8493 0.9308
H 29.6656 29.9231 2.1608
H 31.3347 29.6122 2.3187
H 31.3381 32.7326 0.5087
H 30.0955 32.5919 1.7605
H 31.6576 31.8434 3.3780
H 31.1827 34.2832 2.9344
H 32.4187 34.3586 1.8965
H 32.7575 33.9495 3.6732
H 33.3624 30.8001 2.1175
H 34.1134 32.2209 2.5911
C 25.8964 28.6485 -4.7506
O 25.3918 29.8810 -5.1842
C 25.7117 30.9153 -4.2866
C 25.2341 32.2708 -4.7950
C 23.8627 32.2269 -5.5035
N 26.1736 32.7595 -5.8221
H 25.4323 28.1529 -3.8874
H 26.9532 28.7391 -4.4889
H 25.7490 27.8823 -5.5134
H 25.3369 30.6948 -3.2800
H 26.7944 31.0502 -4.1649
H 25.2903 32.9598 -3.9521
H 23.1416 31.8611 -4.7569
H 23.8675 31.4413 -6.2537
H 23.6015 33.2346 -5.8073
H 26.2299 33.7642 -5.8872
H 26.0368 32.3962 -6.7518
C 28.7115 22.3008 -3.5101
O 29.6461 21.9943 -2.5024
C 29.4191 20.7605 -1.8506
C 30.6063 20.2898 -1.0064
C 31.0417 21.2724 0.0657
N 31.7133 19.7597 -1.7758
H 27.7242 22.3556 -3.0260
H 28.5647 21.5839 -4.3232
H 29.0063 23.2946 -3.8375
H 28.4840 20.8786 -1.2840
H 29.2145 19.9551 -2.5706
H 30.1911 19.4097 -0.4956
H 30.2360 21.3827 0.7912
H 31.3095 22.2432 -0.3489
H 31.8951 20.8108 0.5664
H 31.4796 19.4912 -2.7235
H 32.5247 20.3780 -1.8755
C 25.0866 24.8731 -2.1517
O 23.9310 24.7816 -1.3194
C 22.6850 24.8746 -2.0379
C 22.1357 26.2693 -1.8736
C 21.5831 26.5315 -0.4541
N 20.9561 26.3691 -2.7796
H 25.8481 24.7168 -1.3889
H 25.1308 25.8589 -2.6219
H 25.1115 24.0791 -2.9023
H 22.8556 24.6997 -3.1023
H 22.0635 24.1176 -1.5591
H 22.8893 27.0348 -2.0640
H 20.5984 26.0938 -0.3026
H 21.5778 27.5898 -0.1951
H 22.2516 26.0391 0.2650
H 20.3061 27.0630 -2.4327
H 20.4162 25.5115 -2.7117
```

Computed properties:
Total charge   0
SMILES string   COC[C@H](C)N.COC[C@H](C)N.COC[C@H](C)N.COC[C@H](C)N.COC[C@H](C)N.COC[C@H](C)N.COC[C@H](C)N.COC[C@H](C)N
2S+1   1
Relative energy (zero: lowest compared OMol25 entry of this formula, charge and spin)   2.663 eV
Frontier orbital gap   8.98 eV

Entry 5:
The molecule C4H4F2. Source: the OMol25 dataset; level of theory: ωB97M-V with the def2-TZVPD basis set.

Structure (XYZ):
```
10
C4H4F2 (ωB97M-V with the def2-TZVPD basis set)
C -1.2267 1.3851 -0.4775
C -0.5348 0.3790 0.0488
F -1.1985 -0.3614 0.9640
C 0.8176 -0.2454 -0.1172
C 1.2158 -1.4010 0.4047
F 1.6845 0.4079 -0.9833
H -2.2934 1.3318 -0.1298
H -0.7658 2.1581 -1.1632
H 2.2861 -1.6480 0.2165
H 0.4674 -2.0158 0.9861
```

Computed properties:
Total charge   0
SMILES string   C=C(F)C(=C)F
2S+1   1
Relative energy (zero: lowest compared OMol25 entry of this formula, charge and spin)   0.484 eV
Frontier orbital gap   10.08 eV

Entry 6:
A cluster of 2 separate species, C10H20OSi in total. Source: the OMol25 dataset; level of theory: ωB97M-V with the def2-TZVPD basis set.

Structure (XYZ):
```
32
C10H20OSi (ωB97M-V with the def2-TZVPD basis set)
C 2.7604 1.5389 -0.6567
C -2.7679 1.9390 -0.4824
C -2.7414 1.6060 0.9299
C -2.3976 0.8747 -1.5103
C -1.4798 0.8522 1.2469
C -1.0445 0.3718 -1.1125
C -1.2019 -0.3899 0.3010
C 4.3033 1.3364 -0.6071
C 2.6291 -3.0108 0.2987
C 1.2452 -2.3836 -0.1851
O 2.2366 2.5605 -1.0873
Si 0.6021 -0.9272 0.7844
H -3.7675 2.3095 -0.8233
H -2.2071 2.8872 -0.7615
H -2.7932 2.4930 1.5126
H -3.6630 1.0358 1.1511
H -3.1254 0.1300 -1.6077
H -2.3591 1.4173 -2.4451
H -0.6020 1.5522 1.1791
H -1.5908 0.5471 2.2740
H -0.6486 -0.3501 -1.8121
H -0.2813 1.1496 -1.0796
H -1.9503 -1.2112 0.2268
H 4.8128 2.2357 -1.1696
H 4.6759 1.1756 0.4705
H 4.6379 0.4005 -1.0266
H 2.7388 -3.2128 1.3210
H 2.8341 -3.8085 -0.3156
H 3.3660 -2.0744 0.1481
H 0.5419 -3.2210 -0.4119
H 1.4901 -2.0137 -1.2390
H 1.4991 -0.3372 1.7911
```

Computed properties:
Total charge   0
2S+1   1
Relative energy (zero: lowest compared OMol25 entry of this formula, charge and spin)   6.646 eV
Frontier orbital gap (spin up / spin down)   8.30 / 5.75 eV

| no. | DFT total energy (Eh) |
| --- | --- |
| 1 | -4394.46662 |
| 2 | -520.25832 |
| 3 | -3567.38060 |
| 4 | -2311.75670 |
| 5 | -354.48280 |
| 6 | -757.56993 |